13
Properties=species:S:1:pos:R:3 method="wB97M-V/def2-TZVPD" multiplicity=1 charge=+1 e_homo_ha="-0.47453 / -0.47456" lumo_ev="-7.22 / -7.22" de_lowest_ev=4.628 orbital_gap_ev="5.69 / 5.69" max_force_ev_per_a=3.485 energy_ev=-12301.7931
C -2.6433 -0.3694 0.0911
C 1.3320 -0.4798 -0.7760
C -0.5365 0.3528 0.4526
N -1.8226 0.6690 -0.0518
N -3.8115 -0.0214 -0.6149
O -2.5625 -1.4855 0.5323
O -4.6954 0.5895 -0.1109
O 0.4176 0.3649 -0.6716
H 1.3681 -1.5269 -0.3338
H 1.8381 -0.4347 -1.7405
H -0.2956 1.2122 1.0351
H -0.5933 -0.6448 0.8117
H -2.0004 1.6251 -0.4142

14
Properties=species:S:1:pos:R:3 method="wB97M-V/def2-TZVPD" multiplicity=1 charge=-1 e_homo_ha=-0.15392 lumo_ev=4.02 de_lowest_ev=3.836 orbital_gap_ev=8.21 max_force_ev_per_a=3.599 energy_ev=-14360.0229
C 0.6413 1.6796 -0.4868
C 1.1470 -0.3502 1.2318
C 0.0236 0.2812 0.5310
N -1.9734 -0.2580 -0.5750
N -0.7651 -0.5443 -0.3736
O 1.7989 1.8413 -0.2308
O -0.1732 -1.5100 -1.0407
O -0.2721 2.1356 -1.2090
O -2.6358 -1.0373 -1.4590
H 1.4512 -1.4009 0.8889
H 2.0850 0.0765 0.9538
H 1.1712 -0.2364 2.3700
H -0.6227 0.8640 1.2129
H -1.8759 -1.5411 -1.8134

11
Properties=species:S:1:pos:R:3 method="wB97M-V/def2-TZVPD" multiplicity=1 e_homo_ha=-0.38329 lumo_ev=0.94 de_lowest_ev=2.293 orbital_gap_ev=11.37 max_force_ev_per_a=2.525 energy_ev=-7660.1629
C 0.3545 -1.0142 -1.2805
C 0.1131 0.0041 -0.2142
N 0.7949 1.1212 -0.0981
N 0.1974 1.8256 0.9159
N -0.8474 1.0866 1.4682
C -0.8569 -0.0389 0.8271
H 0.1125 -2.0232 -0.9301
H -0.2678 -0.8114 -2.1588
H 1.4002 -0.9861 -1.5898
H 0.5099 1.6699 1.9160
H -1.5103 -0.8335 1.1442

11
Properties=species:S:1:pos:R:3 method="wB97M-V/def2-TZVPD" multiplicity=1 e_homo_ha=-0.30860 lumo_ev=0.07 de_lowest_ev=3.580 orbital_gap_ev=8.47 max_force_ev_per_a=2.060 energy_ev=-7658.8753
N -1.6402 0.1061 -0.1433
C -0.5051 0.0418 0.7264
C 0.4806 -0.9426 0.5782
C 1.3890 -0.2796 -0.2522
N 1.1132 1.0253 -0.4085
N 0.1085 1.2405 0.4801
H -2.0252 -0.8228 -0.2919
H -1.0049 0.3362 -0.9770
H 0.4183 -1.9989 0.8102
H 2.1771 -0.7313 -0.8369
H -0.5113 2.0253 0.3150

11
Properties=species:S:1:pos:R:3 method="wB97M-V/def2-TZVPD" multiplicity=1 e_homo_ha=-0.37328 lumo_ev=0.77 de_lowest_ev=1.813 orbital_gap_ev=10.93 max_force_ev_per_a=1.227 energy_ev=-7660.6424
C 1.4250 1.0680 -0.5697
N 0.2426 0.2770 -0.2587
C -1.6257 -1.9067 -0.8685
N -2.2969 -2.0782 0.0553
N -0.5638 -0.1280 2.0105
C -0.1680 0.1416 0.8849
H 1.2709 2.1201 -0.3098
H 1.6125 1.0039 -1.6413
H 2.3034 0.7035 -0.0262
H -0.9989 -1.7278 -1.7168
H -1.2011 0.5267 2.4403

11
Properties=species:S:1:pos:R:3 method="wB97M-V/def2-TZVPD" multiplicity=1 e_homo_ha=-0.29362 lumo_ev=0.50 de_lowest_ev=4.080 orbital_gap_ev=8.49 max_force_ev_per_a=0.618 energy_ev=-7658.3758
N 0.1358 1.1837 -1.1494
C 0.0533 0.2534 -0.1597
C -0.9983 -0.0012 0.7173
C -0.2992 -1.8336 1.2792
N 0.8420 -1.7132 0.7591
N 1.0723 -0.6321 -0.0611
H -0.6015 1.8684 -1.1946
H 0.5285 0.9138 -2.0402
H -1.9900 0.3710 0.4736
H -0.7534 0.0649 1.7770
H 2.0106 -0.4752 -0.4013